# C5H10O2

A cluster of 2 separate species, C5H10O2 in total (the ωB97M-V functional and the def2-TZVPD basis, the OMol25 dataset).

Last column: Mulliken charge in e.
Geometry (Å):
O  -2.08972  -0.70335  -2.02535  -0.51
O  -0.53805  1.89243  1.35144  -0.61
C  2.12678  -1.22233  1.83251  -0.76
C  0.98641  0.00439  -0.07371  -0.22
C  -0.95469  0.13582  -1.74996  -0.16
C  -0.14976  -0.39946  -0.56851  -0.52
C  1.35481  -0.30274  1.31451  0.11
H  -0.24095  0.13319  -2.57474  0.27
H  -1.52610  1.14553  -1.63134  0.10
H  2.66443  -1.86067  1.11486  0.22
H  -0.79651  -0.85904  0.11350  0.40
H  -2.06465  -1.09981  -2.85467  0.28
H  -0.74639  2.46061  2.16670  0.29
H  2.19004  -1.51570  2.76868  0.38
H  -1.10884  1.84393  0.55090  0.31
H  1.65604  0.48215  -0.80473  0.27
H  0.81377  0.46307  2.01307  0.16

Atoms 1-3, force components in eV/Å:
0.084 0.671 2.392
0.118 0.745 1.209
0.546 -0.453 -5.511

## Properties
LUMO: 0.72 eV
structure (SMILES): C=C/C=C/CO.O
2S+1: 1
orbital gap: 10.1212 eV

---

# C4H16O3

A cluster of 4 separate species, C4H16O3 in total (the ωB97M-V functional and the def2-TZVPD basis, the OMol25 dataset).

Last column: Mulliken charge in e.
Geometry (Å):
O  0.93158  -3.27958  -2.09987  -0.60
O  1.18406  2.88916  0.68926  -0.63
O  -1.33962  2.10495  1.98141  -0.65
C  0.05454  -0.98023  0.36975  -0.52
C  -0.48308  -0.03815  -0.70986  -0.13
C  -1.79899  -0.52104  -1.32081  -1.32
C  1.39147  -0.53896  0.96722  -1.00
H  1.29853  3.84241  0.65543  0.30
H  0.27508  0.09128  -1.52640  0.33
H  1.43308  -3.41871  -2.94868  0.31
H  -1.84131  2.16615  2.79898  0.28
H  1.06148  -2.37952  -1.93937  0.29
H  1.26118  0.45907  1.43825  0.18
H  -1.35455  1.18831  1.72488  0.30
H  -2.14503  0.18519  -2.15611  0.34
H  -0.72644  -1.12347  1.17018  0.37
H  0.29430  2.76674  1.15803  0.36
H  -1.69912  -1.50579  -1.79808  0.28
H  0.13384  -2.05672  -0.05547  0.37
H  -2.55343  -0.62505  -0.56123  0.31
H  2.22894  -0.50095  0.16540  0.22
H  -0.56339  0.93773  -0.27623  0.25
H  1.70511  -1.27253  1.74623  0.35

Atoms 1-3, force components in eV/Å:
0.607 -2.337 -1.941
-1.702 -0.247 0.868
0.020 0.574 0.065

## Properties
LUMO: 0.54 eV
structure (SMILES): CCCC.O.O.O
2S+1: 1
orbital gap: 11.5201 eV

---

# C21H23N3O4

An isolated molecule of C21H23N3O4 (the ωB97M-V functional and the def2-TZVPD basis, the OMol25 dataset).

Last column: Mulliken charge in e.
Geometry (Å):
O  5.23839  -0.77704  0.30914  -0.39
O  -3.81315  2.57130  -0.82958  -0.49
O  -1.22763  3.29764  1.49938  -0.15
O  2.42970  2.62268  -0.73402  -0.67
N  0.05328  2.85497  1.47158  -0.63
N  -3.33673  -2.90057  -0.38561  -0.65
N  1.79438  0.57906  0.00221  0.14
C  0.83347  -0.30445  0.62426  -0.64
C  -2.54985  -2.73698  1.86765  -0.55
C  -3.93891  -0.95082  -1.60581  -0.61
C  -3.13055  -0.73526  0.68363  0.78
C  0.46790  -1.44181  -0.32813  0.15
C  -3.46209  -1.56121  -0.42447  0.11
C  3.02630  -0.03347  -0.46491  -0.23
C  -0.84329  2.62461  -0.56828  0.06
C  2.73376  -1.24308  -1.35741  -1.14
C  6.08388  0.28428  -0.06865  -0.69
C  -2.66524  -1.37324  1.85230  -0.38
C  1.61539  1.90090  -0.19153  0.54
C  -3.21968  3.46636  0.08297  -0.61
C  3.95103  -0.38979  0.71841  -0.70
C  -2.90134  -3.45575  0.71056  -0.38
C  -1.77008  3.15941  0.28048  0.02
C  -4.04981  0.40428  -1.68593  -0.61
C  0.29721  2.44300  0.25633  0.47
C  -3.25989  0.66351  0.57929  -0.15
C  1.72976  -2.20160  -0.72270  -0.84
C  -3.69479  1.22973  -0.59305  0.09
H  -2.40460  -0.77712  2.71634  0.42
H  -2.19743  -3.26120  2.74254  0.40
H  6.15886  1.03033  0.73073  0.31
H  3.67728  -1.75500  -1.55034  0.37
H  -4.40332  0.89085  -2.58138  0.46
H  -2.81754  -4.53497  0.69180  0.39
H  -0.00980  -1.02700  -1.21857  0.30
H  -0.05779  0.26042  0.89706  0.33
H  -4.20106  -1.58760  -2.43549  0.46
H  -3.34913  4.45540  -0.36827  0.41
H  -3.72919  3.45566  1.05604  0.31
H  -0.24700  -2.10646  0.15831  -0.14
H  3.52985  0.73709  -1.05909  0.66
H  2.16466  -2.66979  0.16182  0.35
H  1.26712  -0.71637  1.54222  0.06
H  5.74362  0.78168  -0.98220  0.28
H  7.06226  -0.15818  -0.24588  0.27
H  -0.94855  2.38749  -1.60507  0.53
H  -3.00746  1.25591  1.44593  0.49
H  2.33338  -0.88806  -2.30955  0.43
H  4.00208  0.47396  1.39795  0.38
H  1.48321  -2.99438  -1.43030  0.40
H  3.55908  -1.24929  1.26728  0.29

Atoms 1-3, force components in eV/Å:
-0.041 -0.234 -0.055
-0.021 -0.221 -0.177
-0.826 0.163 -0.250

## Properties
LUMO: 0.07 eV
structure (SMILES): COC[C@H]1CCCCN1C(=O)c1cc(COc2ccc3ncccc3c2)on1
2S+1: 1
orbital gap: 8.8203 eV

---

# C29H24Cl2KN9O2S

A structure of composition C29H24Cl2KN9O2S (the ωB97M-V functional and the def2-TZVPD basis, the OMol25 dataset).

Last column: Mulliken charge in e.
Geometry (Å):
K  0.52137  0.51109  0.65984  0.73
Cl  -3.30769  6.99045  1.83563  -0.27
Cl  -1.81500  7.71076  -0.91139  -0.28
S  2.16641  0.25992  3.32224  -0.49
O  -1.19234  3.09137  -3.02422  -0.79
O  -3.13784  2.24202  2.90747  -0.80
N  -1.36785  2.21879  1.36585  0.16
N  2.55744  -2.38448  2.58368  -0.91
N  1.43710  0.90001  -2.16864  0.47
N  0.37630  -1.86918  -0.85312  0.61
N  3.45761  -1.67712  4.52334  -0.21
N  2.49377  2.99135  -0.29004  0.22
N  1.89161  -2.15550  1.43851  0.68
N  -0.03649  2.91573  -1.01304  0.00
N  -1.63547  -0.65302  1.91654  -0.47
C  0.82781  -4.12845  -1.44940  -0.84
C  -2.27094  4.51808  1.49954  -0.75
C  2.29781  0.06768  -2.74958  -0.46
C  -0.49031  -2.76178  -2.90008  -0.78
C  -0.86451  3.84774  -0.34165  -0.62
C  2.06231  -4.60086  1.13929  -1.59
C  -0.31824  -1.74170  -1.97529  -0.52
C  -1.78346  0.34343  2.79346  0.51
C  0.93666  -3.05057  -0.55737  -0.08
C  3.68077  -3.04232  4.94789  -0.50
C  -1.15936  -2.14984  3.72665  -0.54
C  2.71472  -1.34574  3.40463  0.15
C  -2.15950  1.73956  2.31310  0.43
C  -0.98031  5.13509  -0.84946  -0.10
C  -1.30778  -1.10894  4.63651  -0.31
C  3.63458  3.07792  -0.08767  -0.30
C  0.80999  1.68847  -4.32872  -0.73
C  -2.35975  5.79488  0.97636  0.21
C  -1.34175  -1.86899  2.38551  -0.26
C  1.71032  0.82719  -4.92493  -0.35
C  0.11426  -3.97751  -2.62415  -0.50
C  -1.71792  6.11404  -0.20706  0.01
C  1.65304  -3.20866  0.72378  0.71
C  2.42740  -3.72741  5.49286  -0.77
C  -0.28336  2.66309  -2.29298  0.19
C  -1.64399  0.14428  4.16776  -0.77
C  -1.52693  3.50462  0.86828  -0.12
C  0.71180  1.70679  -2.93810  0.02
C  2.47938  -0.00389  -4.11990  -0.69
H  -0.75692  -0.76436  -2.15206  0.47
H  -2.79965  4.27552  2.40695  0.61
H  0.16724  2.35023  -4.89212  0.50
H  3.19395  -0.69823  -4.54292  0.41
H  2.63730  -4.76216  5.77901  0.33
H  -0.88739  -3.14810  4.04514  0.39
H  -1.22372  -2.64760  1.63796  0.42
H  1.81546  0.79758  -6.00357  0.39
H  2.85769  -0.57734  -2.07929  0.39
H  2.04657  -3.19427  6.36718  0.33
H  4.45976  -3.02478  5.71571  0.40
H  1.30410  -5.07263  -1.22536  0.39
H  1.25832  -5.31944  0.96102  0.42
H  -1.14928  -1.27642  5.69558  0.37
H  4.06441  -3.60604  4.09851  0.27
H  -1.78737  0.98595  4.83035  0.40
H  2.94662  -4.93983  0.58832  0.29
H  3.41508  -0.96316  5.23157  0.23
H  0.02921  -4.80615  -3.31819  0.38
H  -0.48919  5.37175  -1.78283  0.47
H  2.31112  -4.58594  2.19607  0.25
H  1.41648  2.92232  -0.57869  0.13
H  1.65476  -3.72219  4.72433  0.00
H  -1.06780  -2.59963  -3.79986  0.45

Atoms 1-3, force components in eV/Å:
0.509 -0.002 -0.275
0.002 0.001 -0.001
-0.001 0.001 -0.002

## Properties
LUMO: 3.95 eV
total charge: -2
2S+1: 1
orbital gap: 5.9387 eV

---

# C14H40IN2O8

A structure of composition C14H40IN2O8 (the ωB97M-V functional and the def2-TZVPD basis, the OMol25 dataset).

Last column: Mulliken charge in e.
Geometry (Å):
I  -13.79287  -10.62665  24.64481  -0.81
O  -11.50529  -10.66328  26.10148  -0.74
O  -12.50247  -12.91886  23.83268  -0.65
O  -9.84224  -12.39297  21.72601  -0.61
O  -9.45806  -11.93589  27.62042  -0.59
O  -15.02139  -10.37832  28.81336  -0.31
O  -18.51045  -8.83822  24.48698  -0.51
O  -15.94158  -9.56271  24.12592  -0.24
O  -14.04750  -14.27218  20.97516  -0.48
N  -15.75893  -11.77045  23.12577  0.20
N  -16.12877  -10.57023  26.11091  -0.06
C  -13.74211  -15.56127  21.44920  -0.67
C  -16.64629  -9.07897  22.98330  -0.39
C  -16.61163  -13.03362  26.19807  -1.37
C  -11.41967  -12.10747  26.12094  0.25
C  -15.74500  -13.15012  22.54050  0.48
C  -14.36117  -13.26333  21.86485  -0.73
C  -10.96880  -12.96456  22.18602  -0.30
C  -16.97959  -13.16432  21.56161  -1.71
C  -15.80919  -10.20674  29.97126  -0.88
C  -16.37225  -11.68812  26.99398  0.26
C  -11.49355  -12.05887  23.26185  -0.28
C  -18.07268  -9.36519  23.27961  -0.39
C  -10.81063  -12.39207  27.54359  -1.09
C  -15.18304  -11.69369  28.13920  0.10
H  -17.98286  -12.96345  21.93738  0.31
H  -10.95964  -13.46509  27.66408  0.39
H  -16.07423  -9.15086  30.02583  0.29
H  -10.68672  -11.87577  23.97150  0.59
H  -15.16558  -10.67587  25.82596  0.07
H  -15.15259  -10.07116  23.92447  -0.22
H  -10.78800  -12.57742  25.36712  0.26
H  -12.33264  -10.49095  25.64607  0.22
H  -18.42036  -10.35871  22.99654  0.03
H  -16.74779  -10.73914  30.12514  0.35
H  -15.70703  -13.41978  25.72831  0.08
H  -16.48891  -8.00313  22.90635  0.38
H  -15.87894  -9.93165  26.85246  0.39
H  -14.21579  -12.36253  21.26859  0.25
H  -15.92643  -13.85508  23.35180  0.39
H  -16.97871  -14.12183  21.04077  0.40
H  -10.72936  -13.92053  22.65175  0.23
H  -13.59586  -13.22417  22.64001  1.36
H  -11.92936  -11.09398  23.00270  0.17
H  -14.28553  -11.83455  27.53693  -0.33
H  -11.53714  -13.06505  21.26137  0.15
H  -15.30520  -12.50184  28.86035  0.46
H  -18.62177  -8.75905  22.55906  0.41
H  -9.05970  -12.31058  22.27596  0.34
H  -12.47659  -12.37314  26.14158  0.01
H  -16.93612  -13.90320  26.76960  0.53
H  -13.66255  -16.24891  20.60723  0.27
H  -17.30885  -11.44943  27.49786  0.27
H  -15.45119  -11.09186  22.44392  0.31
H  -14.95477  -11.77523  23.73683  -0.23
H  -15.33158  -10.46823  30.91551  0.32
H  -9.46956  -11.02306  27.91742  0.31
H  -17.34680  -13.04706  25.39344  0.34
H  -11.29377  -11.98563  28.43211  0.37
H  -14.56050  -15.90278  22.08301  0.29
H  -16.67300  -12.41305  20.83381  0.33
H  -12.82201  -15.58997  22.03289  0.19
H  -16.22677  -9.40830  22.03270  0.31
H  -13.25732  -12.35279  24.00982  -0.41
H  -19.06020  -8.06250  24.35412  0.31

Atoms 1-3, force components in eV/Å:
7.755 2.353 0.970
3.551 -1.143 0.827
2.568 -1.110 0.143

## Properties
LUMO: 2.90 eV
total charge: -1
2S+1: 1
orbital gap: 6.9822 eV

---

Q: What is the formula in the third record?
A: C21H23N3O4

---

Please write out number 1 again, unchanged.
# C5H10O2

A cluster of 2 separate species, C5H10O2 in total (the ωB97M-V functional and the def2-TZVPD basis, the OMol25 dataset).

Last column: Mulliken charge in e.
Geometry (Å):
O  -2.08972  -0.70335  -2.02535  -0.51
O  -0.53805  1.89243  1.35144  -0.61
C  2.12678  -1.22233  1.83251  -0.76
C  0.98641  0.00439  -0.07371  -0.22
C  -0.95469  0.13582  -1.74996  -0.16
C  -0.14976  -0.39946  -0.56851  -0.52
C  1.35481  -0.30274  1.31451  0.11
H  -0.24095  0.13319  -2.57474  0.27
H  -1.52610  1.14553  -1.63134  0.10
H  2.66443  -1.86067  1.11486  0.22
H  -0.79651  -0.85904  0.11350  0.40
H  -2.06465  -1.09981  -2.85467  0.28
H  -0.74639  2.46061  2.16670  0.29
H  2.19004  -1.51570  2.76868  0.38
H  -1.10884  1.84393  0.55090  0.31
H  1.65604  0.48215  -0.80473  0.27
H  0.81377  0.46307  2.01307  0.16

Atoms 1-3, force components in eV/Å:
0.084 0.671 2.392
0.118 0.745 1.209
0.546 -0.453 -5.511

## Properties
LUMO: 0.72 eV
structure (SMILES): C=C/C=C/CO.O
2S+1: 1
orbital gap: 10.1212 eV

---

Q: Among the records above, which one has the highest LUMO?
A: C29H24Cl2KN9O2S

---

Q: What is the formula in the second record?
A: C4H16O3